*a*
{
  "formula": "C5H14NO2",
  "method": "wB97M-V/def2-TZVPD",
  "homo_ev": -13.46,
  "charge": 1,
  "multiplicity": 1,
  "orbital_gap_ev": 5.515,
  "elements": ["C", "C", "C", "C", "N", "C", "H", "H", "H", "H", "H", "H", "H", "H", "H", "H", "H", "H", "O", "H", "H", "O"],
  "positions_angstrom": [[2.92, 1.04, -0.31], [1.82, 0.11, 0.20], [1.05, -0.47, -0.98], [-0.14, -1.00, -0.61], [-1.30, -0.79, -1.29], [-2.03, 0.25, -0.52], [3.76, 0.51, -0.75], [3.34, 1.75, 0.42], [2.59, 1.69, -1.13], [1.20, 0.57, 0.96], [2.30, -0.72, 0.75], [1.51, -0.37, -1.97], [-0.30, -1.60, 0.31], [-1.19, -0.55, -2.28], [-3.12, 0.14, -0.46], [-1.66, 1.18, -0.93], [-2.82, -2.66, 1.98], [-2.73, -1.57, 0.73], [-2.30, -2.18, 1.34], [-1.18, 1.12, 0.84], [-1.13, 2.00, 2.19], [-0.60, 1.57, 1.51]]
}

***

*b*
{
  "formula": "C5H14NO2",
  "method": "wB97M-V/def2-TZVPD",
  "homo_ev": -14.60,
  "charge": 1,
  "multiplicity": 1,
  "orbital_gap_ev": 11.375,
  "elements": ["O", "C", "C", "C", "C", "C", "N", "H", "H", "H", "H", "H", "H", "H", "H", "H", "H", "H", "H", "H", "H", "O"],
  "positions_angstrom": [[-0.17, 0.00, 2.54], [0.56, 0.46, 1.70], [0.45, -0.08, 0.30], [-0.10, 1.05, -0.58], [0.00, 0.74, -2.06], [-1.42, 1.62, -0.09], [-0.52, -1.28, 0.22], [1.24, 1.28, 1.96], [1.36, -0.56, -0.05], [0.68, 1.82, -0.40], [-0.56, 1.51, -2.62], [-0.56, -0.18, -2.31], [0.96, 0.65, -2.57], [-2.11, 2.01, -0.84], [-1.44, 2.43, 0.64], [-1.95, 0.90, 0.56], [-1.46, -1.09, 0.58], [-0.56, -1.41, -0.79], [-0.20, -2.13, 0.72], [2.53, -2.46, 0.49], [1.65, -2.60, 1.78], [1.63, -2.69, 0.81]]
}

***

*c*
{
  "formula": "C5H14NO2",
  "method": "wB97M-V/def2-TZVPD",
  "homo_ev": -14.65,
  "charge": 1,
  "multiplicity": 1,
  "orbital_gap_ev": 4.936,
  "elements": ["C", "O", "C", "C", "C", "C", "N", "H", "H", "H", "H", "H", "H", "H", "H", "H", "H", "H", "H", "H", "H", "O"],
  "positions_angstrom": [[-2.22, -0.61, 0.81], [-1.33, -1.14, 1.87], [-1.60, 0.61, 0.05], [-0.53, 1.27, 0.90], [0.84, 0.54, 0.80], [2.67, 0.85, -0.64], [1.43, 0.73, -0.50], [-2.70, -1.28, 0.08], [-3.08, -0.21, 1.37], [-0.91, -1.39, 0.99], [-2.43, 1.31, -0.17], [-1.20, 0.34, -0.94], [-0.39, 2.32, 0.60], [-0.84, 1.19, 1.94], [1.49, 0.88, 1.62], [0.68, -0.53, 0.94], [3.07, 0.92, -1.66], [3.40, 0.90, 0.18], [-0.30, -1.40, -0.80], [0.83, -1.63, -1.84], [1.56, -2.17, -3.13], [1.56, -1.48, -2.46]]
}

***

Which structure is the least stable? The one labeled *c*.

***

*a*
{
  "formula": "CH2N4O",
  "method": "wB97M-V/def2-TZVPD",
  "homo_ev": -9.22,
  "smiles": "O=c1nn[nH][nH]1",
  "charge": 0,
  "multiplicity": 1,
  "orbital_gap_ev": 9.399,
  "elements": ["O", "C", "N", "N", "N", "N", "H", "H"],
  "positions_angstrom": [[1.66, -1.28, -0.19], [0.66, -0.61, -0.10], [-0.08, 0.18, -1.06], [-1.05, 0.88, -0.76], [-1.09, 0.68, 0.64], [-0.02, 0.05, 1.00], [-1.54, 1.50, 1.25], [0.03, -0.17, 2.19]]
}

***

*b*
{
  "formula": "CH2N4O",
  "method": "wB97M-V/def2-TZVPD",
  "homo_ev": -10.49,
  "smiles": "Oc1nn[nH]n1",
  "charge": 0,
  "multiplicity": 1,
  "orbital_gap_ev": 11.036,
  "elements": ["O", "C", "N", "N", "N", "N", "H", "H"],
  "positions_angstrom": [[1.93, -0.29, -0.18], [0.62, -0.19, -0.01], [-0.18, -1.28, -0.28], [-1.36, -0.90, -0.04], [-1.32, 0.39, 0.42], [-0.03, 0.87, 0.35], [2.33, 0.58, -0.03], [-1.98, 0.83, -0.21]]
}

***

Which structure is the least stable? The one labeled *a*.

***

*a*
{
  "formula": "CH2N4O",
  "method": "wB97M-V/def2-TZVPD",
  "homo_ev": -10.30,
  "smiles": "On1cnnn1",
  "charge": 0,
  "multiplicity": 1,
  "orbital_gap_ev": 10.564,
  "elements": ["O", "N", "C", "N", "N", "N", "H", "H"],
  "positions_angstrom": [[-0.02, 1.73, 0.41], [0.18, 0.36, 0.19], [-0.44, -0.30, -0.71], [0.09, -1.48, -0.81], [0.99, -1.55, 0.05], [1.09, -0.57, 0.83], [-0.60, 1.75, 1.23], [-1.27, 0.06, -1.20]]
}

***

*b*
{
  "formula": "CH2N4O",
  "method": "wB97M-V/def2-TZVPD",
  "homo_ev": -9.47,
  "smiles": "O=c1nn[nH][nH]1",
  "charge": 0,
  "multiplicity": 1,
  "orbital_gap_ev": 9.395,
  "elements": ["O", "C", "N", "N", "N", "N", "H", "H"],
  "positions_angstrom": [[0.93, -1.18, 1.44], [0.35, -0.50, 0.48], [0.98, 0.63, -0.03], [-0.02, 1.24, -0.72], [-1.02, 0.52, -0.90], [-0.79, -0.58, -0.18], [-1.85, 0.76, -1.49], [-1.72, -0.98, -0.05]]
}

***

*c*
{
  "formula": "CH2N4O",
  "method": "wB97M-V/def2-TZVPD",
  "homo_ev": -10.63,
  "smiles": "N#[N+][O-].N#CN",
  "charge": 0,
  "multiplicity": 1,
  "orbital_gap_ev": 11.297,
  "elements": ["N", "N", "O", "N", "C", "N", "H", "H"],
  "positions_angstrom": [[1.11, -2.54, 0.50], [0.22, -1.93, 0.31], [-0.75, -1.33, 0.13], [1.37, 0.63, 0.72], [0.53, 1.00, 0.07], [-0.49, 1.36, -0.71], [-1.14, 0.60, -0.70], [-0.84, 2.21, -0.32]]
}

***

*d*
{
  "formula": "CH2N4O",
  "method": "wB97M-V/def2-TZVPD",
  "homo_ev": -10.27,
  "smiles": "Oc1nnn[nH]1",
  "charge": 0,
  "multiplicity": 1,
  "orbital_gap_ev": 10.200,
  "elements": ["O", "C", "N", "N", "N", "N", "H", "H"],
  "positions_angstrom": [[1.79, -0.45, 0.04], [0.45, -0.33, 0.01], [-0.36, -1.42, -0.06], [-1.60, -0.97, 0.01], [-1.66, 0.26, 0.01], [-0.38, 0.71, -0.15], [2.07, 0.52, -0.31], [-0.31, 1.70, 0.46]]
}

***

Which structure is the least stable? The one labeled *a*.

***

*a*
{
  "formula": "CH2N4O",
  "method": "wB97M-V/def2-TZVPD",
  "homo_ev": -10.30,
  "smiles": "O=Cn1nn[nH]1",
  "charge": 0,
  "multiplicity": 1,
  "orbital_gap_ev": 10.291,
  "elements": ["O", "C", "N", "N", "N", "N", "H", "H"],
  "positions_angstrom": [[1.43, -0.25, 0.11], [0.66, 0.63, -0.12], [-0.58, 0.40, -0.53], [-2.15, 0.82, 0.11], [-2.28, -0.41, 0.21], [-1.16, -0.85, -0.25], [0.91, 1.73, 0.20], [-1.00, -1.86, -0.18]]
}

***

*b*
{
  "formula": "CH2N4O",
  "method": "wB97M-V/def2-TZVPD",
  "homo_ev": -10.64,
  "charge": 0,
  "multiplicity": 1,
  "orbital_gap_ev": 10.213,
  "elements": ["N", "C", "N", "O", "N", "N", "H", "H"],
  "positions_angstrom": [[-1.34, 0.56, -0.06], [-0.23, -0.21, 0.12], [0.07, -1.31, 0.66], [1.85, -1.30, 0.16], [1.94, -0.23, -0.46], [0.99, 0.51, -0.61], [-1.12, 1.51, -0.34], [-2.15, 0.46, 0.54]]
}

***

*c*
{
  "formula": "CH2N4O",
  "method": "wB97M-V/def2-TZVPD",
  "homo_ev": [-11.60, -11.74],
  "charge": 0,
  "multiplicity": 1,
  "orbital_gap_ev": [9.878, 8.853],
  "elements": ["C", "N", "N", "N", "N", "O", "H", "H"],
  "positions_angstrom": [[-0.19, -0.07, 0.23], [-1.41, -0.02, 0.74], [-1.75, -1.31, 0.91], [-0.88, -2.06, 0.48], [1.50, 1.67, -0.51], [0.15, -1.40, 0.04], [1.89, 0.86, -0.99], [0.70, 2.33, -0.90]]
}

***

Which structure is the least stable? The one labeled *c*.

***

*a*
{
  "formula": "C4H9N2O2",
  "method": "wB97M-V/def2-TZVPD",
  "homo_ev": -3.38,
  "charge": -1,
  "multiplicity": 1,
  "orbital_gap_ev": 6.597,
  "elements": ["O", "C", "N", "C", "O", "C", "C", "N", "H", "H", "H", "H", "H", "H", "H", "H", "H"],
  "positions_angstrom": [[-0.28, -2.21, 0.03], [-0.26, -1.00, -0.25], [0.61, -0.13, 0.32], [3.86, 0.78, 1.64], [5.08, 1.07, 1.75], [-1.27, -0.32, -1.02], [-1.66, 1.05, -0.52], [-2.64, -1.00, -0.95], [1.35, -0.44, 0.87], [3.12, 1.38, 1.09], [3.53, -0.21, 1.64], [-0.66, -0.24, -2.04], [-0.93, 1.43, 0.08], [-1.84, 1.69, -1.38], [-2.48, 0.99, 0.23], [-2.65, -1.76, -1.55], [-2.89, -1.08, 0.06]]
}

***

*b*
{
  "formula": "C4H9N2O2",
  "method": "wB97M-V/def2-TZVPD",
  "homo_ev": -4.22,
  "charge": -1,
  "multiplicity": 1,
  "orbital_gap_ev": 5.802,
  "elements": ["C", "N", "C", "C", "N", "C", "O", "O", "H", "H", "H", "H", "H", "H", "H", "H", "H"],
  "positions_angstrom": [[0.17, -1.06, -1.11], [0.93, -2.22, -0.93], [-0.34, -0.20, 0.22], [0.91, 0.23, 0.90], [-1.10, 0.86, -0.28], [-1.86, 1.64, 0.75], [-2.88, 2.19, 0.35], [-1.34, 1.60, 1.88], [-0.75, -1.21, -1.71], [0.66, -0.28, -1.72], [1.92, -1.97, -1.06], [2.57, -0.39, -0.24], [-0.88, -0.87, 0.90], [0.91, -0.02, 1.96], [1.03, 1.31, 0.77], [1.84, -0.23, 0.29], [-1.80, 0.61, -0.98]]
}

***

Which structure is the least stable? The one labeled *b*.